Molecular formula: C36H43BF2GeN8O2STc
Method: DFT, ωB97M-V/def2-TZVPD

Element x y z (Å)
H -2.99622 4.22293 -2.33173
C -2.46392 -3.09847 -0.17703
H -2.06782 1.55483 -5.94913
H 5.12198 -0.61407 0.36617
H 0.55058 -2.45837 2.51287
F 1.09028 3.13393 0.72137
F 0.21648 1.43573 -0.50483
H 1.42658 1.71223 6.89157
H 1.48378 -4.11737 4.26057
H -1.14192 2.32853 2.96047
H 6.41778 0.71323 -1.22163
H -1.10712 2.48053 5.43267
H -4.76432 -0.61747 -0.06573
H -0.64802 0.78663 5.56247
H -1.19722 3.26133 -0.99763
H 1.62488 -4.77197 6.64297
C 1.66818 -3.72237 6.36477
H -5.71422 -5.70737 0.38977
H 2.71128 -3.42127 6.32247
Tc 1.04978 -0.32067 -1.18873
H 2.03908 -1.73187 4.40027
C -1.97222 4.36033 -2.64253
C -0.40252 5.27423 -4.21663
H -0.04932 -3.84767 5.09047
C 0.91528 2.06733 4.82117
C -0.55612 1.67823 4.93777
C 2.62658 3.27953 -2.19623
H 2.23668 5.43303 -4.75333
H 1.15848 0.63593 1.94857
H -6.56722 -4.89227 -0.91303
H 1.01248 2.87783 4.09497
H -0.85992 -2.19797 3.52957
H 2.82498 0.05083 0.96307
C -1.34332 -0.14177 -2.63393
B 1.31488 2.39763 -0.39553
C 0.15798 -1.84887 3.33097
C -0.60002 0.90783 -4.52553
H -1.39032 -3.20917 -0.15343
C 3.46028 2.28293 -1.54073
N 1.72138 -3.94007 -4.79903
C 1.00818 -2.04167 4.58467
H 2.56368 2.75013 6.02727
C -3.31012 -4.18177 -0.29623
C -2.94582 0.60743 -4.22213
H 1.47978 1.20273 4.43707
N 1.83058 -3.41597 -3.57803
C 0.65718 4.69543 -3.49233
H 1.17818 -3.14167 7.14197
H 2.84398 -3.28937 -0.66393
C 0.36668 3.93733 -2.32103
C 1.99698 4.80923 -3.90793
H 0.99928 3.38703 6.52277
C 5.37268 0.93453 -1.07693
H -6.27642 -2.56527 -0.29683
H -3.96762 0.73773 -4.54193
C 4.64218 0.19403 -0.16623
C -2.67612 -0.03007 -3.02863
N -0.94152 -0.75107 -1.47033
C -5.58562 -5.18447 -0.55573
H 0.90928 -3.63207 -5.31633
C 2.71108 1.59383 -0.55743
C 4.78638 1.97793 -1.78543
O -0.85812 -0.69337 0.94727
C -1.89002 1.07383 -4.99993
H 0.25408 1.25913 -5.08743
H 1.95898 -4.92257 -4.84163
Ge -0.06722 0.01873 2.62737
H -5.14972 -5.88997 -1.25723
C -1.69462 5.08323 -3.81063
H -3.45182 -0.43467 -2.39883
H -2.89982 -5.17807 -0.35173
N -0.33172 0.33113 -3.36343
H 5.36858 2.55023 -2.49113
C 2.98028 4.09963 -3.27033
H -2.20672 1.09343 3.64447
C 0.98638 -3.50957 5.01907
C 1.51248 2.50383 6.15047
O -2.51492 0.78133 -0.13833
H -2.51212 5.48113 -4.38883
C -0.96472 3.81653 -1.88973
C -4.37182 -1.62127 -0.13223
C -5.20912 -2.71617 -0.26263
C -4.69312 -4.00687 -0.36863
C -3.00302 -1.82447 -0.10113
N 1.75268 -2.01687 -2.01613
C 3.30778 0.51863 0.10947
N 1.37948 3.27613 -1.70553
H 0.61598 -1.42557 5.39467
H -0.17522 5.84203 -5.10533
C -1.16742 1.41503 3.55977
H 4.00818 4.13943 -3.58603
S -1.85972 -0.48207 -0.15453
N 2.45748 -4.01487 -2.60343
N 1.39968 -2.22807 -3.27553
C 2.40828 -3.12967 -1.62723

Cartesian forces, eV/Å:
H -0.09 0.01 0.06
C 0.05 -0.15 0.05
H 0.04 0.04 -0.04
H 0.03 -0.04 0.07
H -0.04 0.12 -0.10
F 0.03 0.19 0.13
F -0.49 0.82 0.23
H 0.01 -0.03 0.12
H -0.07 -0.05 -0.10
H 0.04 -0.16 -0.13
H 0.11 -0.07 -0.09
H -0.07 -0.03 -0.03
H -0.09 0.08 -0.01
H -0.05 0.04 0.11
H -0.03 -0.09 0.14
H 0.06 -0.06 0.11
C -0.08 -0.06 -0.22
H -0.05 -0.08 0.11
H 0.16 0.02 0.04
Tc -0.21 0.85 -0.74
H 0.05 0.07 0.07
C 0.22 -0.12 0.23
C -0.27 -0.03 0.08
H -0.05 -0.02 -0.10
C -0.17 -0.01 0.26
C 0.28 -0.11 -0.19
C -0.37 0.44 -0.37
H 0.03 0.11 -0.16
H -0.01 -0.10 0.00
H -0.10 0.02 -0.04
H 0.07 -0.06 -0.13
H 0.00 0.02 -0.08
H -0.01 -0.05 -0.08
C -0.84 0.46 -1.29
B 0.12 -0.35 0.07
C -0.20 0.85 -0.12
C -0.08 0.29 -0.40
H 0.10 -0.21 -0.02
C 0.30 -0.63 0.56
N 0.15 -0.29 -1.25
C -0.16 -0.14 -0.12
H 0.10 0.03 0.10
C 0.10 0.12 0.01
C 0.16 -0.01 0.02
H 0.10 0.08 -0.03
N -0.22 1.28 1.52
C -0.06 -0.19 0.34
H -0.05 0.05 0.12
H 0.07 0.00 0.24
C -0.27 0.47 -0.68
C 0.13 -0.21 0.24
H -0.05 0.06 0.08
C 0.00 -0.23 0.14
H -0.13 0.03 -0.02
H -0.10 -0.02 -0.10
C 0.09 -0.04 -0.20
C 0.25 0.06 -0.10
N 0.55 -0.30 1.76
C -0.09 -0.13 0.06
H 0.00 -0.03 0.23
C 0.17 -0.10 -0.15
C -0.39 0.31 -0.02
O -0.20 -0.23 0.05
C 0.03 -0.02 0.12
H 0.04 0.04 -0.09
H -0.11 0.11 0.22
Ge -0.35 -0.30 0.54
H 0.01 -0.08 -0.08
C 0.13 0.14 -0.28
H -0.17 0.02 -0.10
H 0.06 -0.12 -0.03
N 0.55 -0.47 1.32
H 0.09 0.02 -0.10
C -0.10 -0.03 0.05
H 0.05 -0.09 -0.11
C 0.15 0.23 0.24
C 0.07 -0.11 -0.23
O -0.42 0.11 0.11
H -0.07 0.13 -0.08
C -0.13 -0.06 0.05
C 0.04 0.31 0.09
C 0.14 -0.08 -0.01
C 0.09 0.30 0.02
C 0.31 0.24 0.02
N 0.52 -1.57 -0.47
C -0.19 0.37 0.08
N 0.54 -0.20 0.08
H 0.05 0.08 0.10
H 0.01 0.08 -0.10
C 0.02 -0.57 -0.40
H 0.11 0.00 -0.12
S 0.12 -0.45 -0.08
N 0.48 -0.75 0.33
N -0.35 -0.05 -1.10
C -0.16 0.28 -0.25

Its frontier orbital gap (alpha / beta) is 7.38 / 7.49 eV. As for the charge: +2. Its multiplicity is 2. Its expectation value of S² is 1.07.

Here are the Löwdin charges for atoms 1 to 2, given in e: H 0.1207; C -0.0548